Entry 1:
The following is a quantum chemistry calculation of a single C11H11P molecule in a non-equilibrium geometry, from the Open Molecules 2025 dataset.

```
! RIJCOSX wB97M-V def2-TZVPD def2/J DEFGRID3
* xyz 0 1
P -1.7278 0.5509 -1.0365
C -0.1303 2.1139 3.2185
C 0.5141 -1.0344 -0.6411
C 1.2624 -0.0801 2.0800
C 0.0702 -1.1734 -2.0389
C 1.0409 1.5819 3.8320
C -0.9990 -0.4197 -2.4504
C -1.6431 -0.6193 -3.8330
C 0.1568 0.5504 1.3346
C -0.2387 0.0790 0.0215
C 1.6628 0.4620 3.3278
C -0.5924 1.5389 2.0491
H 0.4792 -2.0519 -0.2492
H 0.7445 -1.6871 -2.7541
H -0.6704 3.0570 3.5005
H -0.9477 -1.3590 -4.3618
H 1.5462 -0.6918 -0.7165
H -2.6948 -0.9239 -3.7247
H -1.4075 1.9648 1.4909
H 1.5486 2.0571 4.6050
H -1.7691 0.3767 -4.4387
H 1.9846 -0.7456 1.6418
H 2.4819 0.0925 3.7100
*
```

Calculated values
Gap between HOMO and LUMO ... 6.7 eV
ΔE to the lowest compared entry with this formula, charge and spin ... 49.25 kJ/mol
Lowest unoccupied orbital energy ... -0.025 Eh
HOMO level ... -7.41 eV
Calculated total energy ... -20871.412 eV

Entry 2:
The following is a quantum chemistry calculation of a single C11H11PS molecule in a non-equilibrium geometry, from the Open Molecules 2025 dataset.

```
! RIJCOSX wB97M-V def2-TZVPD def2/J DEFGRID3
* xyz 0 3
S 0.6288 -0.8470 1.5416
P -1.0882 1.4722 -0.1906
C -0.4236 -0.7677 -1.8522
C 1.2047 0.9748 -1.5755
C -2.6281 0.4606 -0.0198
C -0.3339 1.1216 2.8859
C -0.0557 0.4501 -1.2934
C 1.7145 -0.9266 -2.9347
C 0.4641 -1.4536 -2.6628
C -0.1949 0.6602 1.6229
C 2.0853 0.2928 -2.3902
C 0.7964 -0.8575 3.2584
C 0.2460 0.2400 3.8335
H -0.8235 2.0441 3.1395
H -2.4064 -0.5634 0.2686
H -3.1871 0.4780 -0.9531
H -3.2373 0.9234 0.7557
H 2.4005 -1.4649 -3.5730
H 1.4845 1.9261 -1.1425
H 0.2386 0.4136 4.8966
H 0.1730 -2.4063 -3.0823
H 3.0591 0.7093 -2.6055
H -1.3986 -1.1899 -1.6604
H 1.2817 -1.6898 3.7330
*
```

Calculated values
Gap between HOMO and LUMO (spin up / spin down) ... 5.6 / 5.7 eV
ΔE to the lowest compared entry with this formula, charge and spin ... 0.00 kJ/mol
Lowest unoccupied orbital energy (spin up / spin down) ... 0.032 / -0.108 Eh
HOMO level (spin up / spin down) ... -4.72 / -8.63 eV
Calculated total energy ... -31704.414 eV

Entry 3:
The following is a quantum chemistry calculation of a molecular structure, C11H12Br3FO3, from the Open Molecules 2025 dataset.

```
! RIJCOSX wB97M-V def2-TZVPD def2/J DEFGRID3
* xyz 0 1
Br 2.7833 -0.9219 3.0814
Br 2.5858 1.2269 5.4022
Br -0.0525 0.0392 4.1144
F 1.9640 1.9338 0.7871
O -4.6864 -1.2007 -0.7538
O -4.1771 -1.2034 -2.9393
O -2.5556 -1.0733 -1.3797
C -1.6306 0.0303 0.5453
C 2.2000 1.2617 -0.3764
C 2.6249 1.9817 -1.4656
C 2.6722 -0.0711 -2.6954
C 2.2360 -0.7752 -1.5797
C -2.4914 -1.0988 0.0581
C 1.7799 0.5511 3.7959
C -3.8372 -1.1454 -1.8056
C 2.0077 -0.0987 -0.3885
C -3.9711 -0.9998 0.4547
C 2.8603 1.3041 -2.6450
H -4.2051 -0.0212 0.8791
H -0.6314 -0.0713 0.1095
H 2.0886 -1.8434 -1.6562
H -1.9842 1.0151 0.2406
H 1.7270 -0.6056 0.5232
H -2.0302 -2.0395 0.3633
H 2.6702 3.0587 -1.3639
H 2.8484 -0.6112 -3.6180
H 3.1792 1.8197 -3.5399
H 1.7844 1.3362 3.0548
H -4.2789 -1.7596 1.1716
H -1.4806 -0.0186 1.6257
*
```

Calculated values
Gap between HOMO and LUMO ... 9.5 eV
ΔE to the lowest compared entry with this formula, charge and spin ... 2.44 kJ/mol
Lowest unoccupied orbital energy ... -0.006 Eh
HOMO level ... -9.62 eV
Calculated total energy ... -230588.907 eV

Entry 4:
The following is a quantum chemistry calculation of a molecular structure, C11H12Cl4N3O2Pd in a non-equilibrium geometry, from the Open Molecules 2025 dataset.

```
! RIJCOSX wB97M-V def2-TZVPD def2/J DEFGRID3
* xyz 1 3
Pd 0.2291 0.2108 -0.1620
Cl -1.4540 4.8589 -2.5364
Cl -3.8538 3.2319 -3.0335
Cl -1.4571 2.8665 -4.6958
Cl 1.6569 4.6250 -4.0060
O -1.7106 -0.3876 0.8363
O -2.9377 -1.5151 2.2662
N 0.5827 -1.5660 1.6315
N -1.1283 1.5145 -1.4138
N -0.6672 -1.8669 2.1944
C 1.5783 1.9866 -3.4558
C 2.3507 -0.0680 -0.4297
C 1.7656 3.2797 -2.9507
C -3.0721 -2.4617 3.3215
C 2.1413 2.3962 -0.7491
C -1.5500 2.2843 -2.1514
C 1.6938 0.9010 -2.6294
C 2.0215 3.4737 -1.5903
C -2.0651 3.2609 -3.0630
C 2.0148 1.0544 -1.2408
C -1.7736 -1.2208 1.7276
H -4.1339 -2.4718 3.5511
H 1.3558 1.8582 -4.5016
H 2.3784 2.5454 0.2962
H 2.1437 4.4754 -1.2102
H 2.5568 -1.0119 -0.9312
H -2.5195 -2.1562 4.2125
H -0.7240 -2.5666 2.9247
H -2.7675 -3.4634 3.0111
H 2.9108 0.1168 0.4834
H 1.5776 -0.1027 -3.0226
H 0.9928 -2.3845 1.1741
H 1.2275 -1.2010 2.3370
*
```

Calculated values
Gap between HOMO and LUMO (spin up / spin down) ... 7.6 / 8.4 eV
ΔE to the lowest compared entry with this formula, charge and spin ... 22.48 kJ/mol
Lowest unoccupied orbital energy (spin up / spin down) ... -0.091 / -0.154 Eh
HOMO level (spin up / spin down) ... -10.11 / -12.54 eV
Calculated total energy ... -73727.987 eV

Entry 5:
The following is a quantum chemistry calculation of a molecular structure, C11H12ClNO2W in a non-equilibrium geometry, from the Open Molecules 2025 dataset.

```
! RIJCOSX wB97M-V def2-TZVPD def2/J DEFGRID3
* xyz 2 3
W 0.0742 0.7339 0.2315
Cl -1.5697 1.9629 -2.8846
O 3.0326 -0.4869 0.4952
O 1.0598 0.7007 -2.8218
N -0.1603 -1.2003 -0.0433
C 0.9106 2.4619 1.1177
C 0.4154 1.6052 2.1578
C -1.3790 2.1428 0.7497
C -2.7259 2.2591 0.1824
C -0.1830 2.8108 0.2751
C -0.0437 -2.3233 -0.2388
C 2.0704 0.1758 0.5004
C 1.6288 -4.1281 -1.0411
C -0.9755 1.4184 1.9463
C 0.4306 1.0390 -1.8996
C 0.2226 -3.7085 -0.5482
H -0.5701 -3.9233 -1.2722
H -2.6662 2.4156 -0.9162
H 0.9878 1.2804 3.0254
H 1.8751 -3.7444 -2.0423
H 1.9168 2.8730 1.0683
H -0.0750 -4.1924 0.3822
H -3.3468 1.3641 0.3819
H 1.6762 -5.2133 -1.1412
H -1.6788 0.9641 2.6232
H -0.1783 3.4354 -0.5961
H -3.1894 3.1434 0.6535
H 2.4406 -3.8662 -0.3451
*
```

Calculated values
Gap between HOMO and LUMO (spin up / spin down) ... 6.6 / 5.4 eV
Lowest unoccupied orbital energy (spin up / spin down) ... -0.362 / -0.415 Eh
HOMO level (spin up / spin down) ... -16.49 / -16.69 eV
Calculated total energy ... -31513.402 eV

Entry 6:
The following is a quantum chemistry calculation of a molecular structure, C11H12F6N2NdO8S3 in a non-equilibrium geometry, from the Open Molecules 2025 dataset.

```
! RIJCOSX wB97M-V def2-TZVPD def2/J DEFGRID3
* xyz -1 4
Nd -0.1264 -0.6972 0.9992
S 1.3463 -2.8143 1.9094
S -1.0555 -3.0163 0.0399
S -3.0558 -1.3222 -0.4387
F -4.0481 -2.3221 1.8902
F -4.8234 -0.4153 1.2816
F -1.7364 -5.5116 0.4049
F -2.8620 -0.5041 2.1505
F -1.7585 -4.9261 -1.6704
F 0.0969 -5.3232 -0.7428
O 2.3091 -3.6328 2.5631
O -1.5002 -2.4688 1.3462
O -1.9791 -0.3011 -0.3222
O 1.8987 -1.8174 0.9499
O 0.4980 -1.9880 2.8153
O 0.4415 -3.7589 1.0674
O -0.1275 -2.1687 -0.7393
O -4.2033 -0.9455 -1.2015
N -2.5292 -2.7505 -0.7605
N 2.8034 1.3387 -1.2603
C -0.0291 4.5685 0.1201
C 2.5806 1.8251 0.1093
C -1.1521 3.8940 0.5809
C 0.1491 1.8203 0.8652
C 2.7754 2.3793 -2.2674
C 1.2555 2.5253 0.3588
C -1.1020 -4.8367 -0.5420
C -1.0392 2.5604 0.9527
C -3.7323 -1.1681 1.3325
C 1.1718 3.8786 0.0219
C 1.9503 0.2224 -1.6193
H 0.8793 0.4774 -1.6519
H 2.2271 -0.1365 -2.6124
H -1.9417 2.0814 1.3345
H 2.0599 4.4023 -0.3248
H 2.1196 -0.5984 -0.9283
H -2.1058 4.4069 0.6613
H 2.6720 0.9606 0.7665
H 3.1099 1.9612 -3.2199
H 1.7792 2.8221 -2.4189
H 3.4632 3.1831 -1.9895
H -0.0872 5.6150 -0.1595
H 3.4078 2.5010 0.3480
*
```

Calculated values
Gap between HOMO and LUMO (spin up / spin down) ... 8.3 / 8.3 eV
Lowest unoccupied orbital energy (spin up / spin down) ... 0.100 / 0.100 Eh
HOMO level (spin up / spin down) ... -5.57 / -5.56 eV
Calculated total energy ... -95050.309 eV